# C3H7O3Sm

A molecular structure, C3H7O3Sm in a non-equilibrium geometry (ωB97M-V/def2-TZVPD, the Open Molecules 2025 dataset).

Values from the calculation:
HOMO (alpha / beta)	-6.159 / -8.781	eV
F_max	4.9	eV/A
calculated total energy	-27265.5884	eV
<S²>	15.7608
multiplicity	8

```
14
Properties=species:S:1:pos:R:3:mulliken_spin:R:1
O -4.156 0.220 -1.253 0.9443
Sm -1.952 0.567 -1.140 6.0473
O -0.525 1.571 0.124 0.0099
C 0.827 1.481 -0.274 0.0049
C 1.176 -0.008 -0.199 -0.0065
O 0.093 -0.888 -0.504 0.0040
C -0.474 -1.553 0.636 0.0088
H 1.463 1.987 0.477 -0.0029
H 1.253 1.915 -1.198 -0.0040
H 1.300 -0.095 0.897 -0.0006
H 2.121 -0.318 -0.666 -0.0012
H -0.781 -2.567 0.339 -0.0030
H 0.345 -1.792 1.330 -0.0014
H -0.692 -0.519 1.432 0.0003
```

***

# C3H7O4P

A molecular structure, C3H7O4P in a non-equilibrium geometry (ωB97M-V/def2-TZVPD, the Open Molecules 2025 dataset).

Values from the calculation:
HOMO	-9.051	eV
F_max	3.0	eV/A
calculated total energy	-20702.8987	eV

```
15
Properties=species:S:1:pos:R:3:mulliken_charge:R:1
C 0.872 -0.567 -1.938 0.0230
C 0.505 -1.777 1.182 -0.7002
C -1.146 1.951 -0.167 -0.6134
O 1.913 -0.302 -1.459 -0.3447
O -2.044 -1.749 -0.801 -0.6383
O -0.383 -0.707 0.918 -0.2824
O -1.827 0.751 -0.491 -0.3230
P -1.108 -0.666 -0.529 0.8517
H 0.654 -0.823 -2.978 0.3517
H 1.514 -1.380 1.296 0.2599
H 0.492 -2.506 0.368 0.3470
H 0.193 -2.270 2.104 0.2514
H -1.718 2.463 0.607 0.2432
H -1.094 2.582 -1.055 0.2552
H -0.144 1.753 0.200 0.3191
```

***

# C3H7OP

C3H7OP in the gas phase in a non-equilibrium geometry (ωB97M-V/def2-TZVPD, the Open Molecules 2025 dataset).

Values from the calculation:
HOMO (alpha / beta)	-5.672 / -10.150	eV
F_max	6.4	eV/A
calculated total energy	-14555.1447	eV
<S²>	2.0119
multiplicity	3

```
12
Properties=species:S:1:pos:R:3:mulliken_spin:R:1
C 1.077 -0.595 0.643 0.7168
C -1.250 -0.169 -0.531 -0.0293
C -0.678 -0.003 0.852 0.3759
O 1.384 -1.729 0.623 0.5917
P 2.086 0.808 -0.171 0.2176
H -0.501 0.315 -1.206 0.0212
H -2.181 0.477 -0.655 0.0370
H -1.514 -1.269 -0.526 -0.0008
H -1.056 -0.660 1.712 -0.0115
H -0.461 1.037 1.320 -0.0175
H 2.138 0.095 -1.560 0.0944
H 0.956 1.695 -0.502 0.0045
```

***

# C3H7OPS

C3H7OPS in the gas phase in a non-equilibrium geometry (ωB97M-V/def2-TZVPD, the Open Molecules 2025 dataset).

Values from the calculation:
HOMO (alpha / beta)	-8.220 / -8.219	eV
F_max	6.1	eV/A
calculated total energy	-25392.4753	eV
SMILES	POSC1CC1

```
13
Properties=species:S:1:pos:R:3:mulliken_charge:R:1
P -0.217 2.648 -2.444 0.0465
O -0.340 1.807 -1.198 -0.3624
S 1.169 1.241 0.098 0.0486
C 1.053 -0.528 -0.159 -0.2656
C 1.177 -1.466 1.088 -0.5906
C -0.141 -1.325 0.436 -0.3801
H 1.039 2.253 -2.944 0.0155
H 0.010 4.043 -2.028 0.0202
H 1.485 -0.953 -1.004 0.3859
H 1.208 -1.083 2.050 0.3396
H 1.621 -2.443 0.836 0.2266
H -0.344 -2.044 -0.342 0.2488
H -0.816 -0.750 1.067 0.2669
```

***

# C3H7OS

A gas-phase ion, C3H7OS (charge -1) in a non-equilibrium geometry (ωB97M-V/def2-TZVPD, the Open Molecules 2025 dataset).

Values from the calculation:
HOMO	-2.523	eV
F_max	2.1	eV/A
calculated total energy	-16106.3715	eV
SMILES	[O-]CCCS
total charge	-1

```
12
Properties=species:S:1:pos:R:3:mulliken_charge:R:1
O 1.619 -0.246 -1.577 -0.8328
C 0.435 0.309 -1.593 -0.3740
C -0.522 0.022 -0.245 -0.6972
C 0.399 -0.413 0.910 -0.4671
S -0.184 -0.072 2.649 -0.3170
H 0.383 1.412 -1.499 0.1393
H -0.313 0.128 -2.437 0.1841
H -1.213 -0.810 -0.372 0.3310
H -0.978 0.985 -0.022 0.3206
H 0.523 -1.491 0.884 0.3168
H 1.342 0.129 0.933 0.3111
H -1.491 0.046 2.369 0.0850
```

***

# C3H7OS

2 unconnected molecules or ions with the total composition C3H7OS in a non-equilibrium geometry (ωB97M-V/def2-TZVPD, the Open Molecules 2025 dataset).

Values from the calculation:
HOMO	-2.521	eV
F_max	3.4	eV/A
calculated total energy	-16106.4443	eV
total charge	-1

```
12
Properties=species:S:1:pos:R:3:mulliken_charge:R:1
O 3.864 0.169 0.761 -0.4957
C 2.872 -0.410 0.382 0.2356
H 2.651 -1.480 0.454 0.2093
H 1.850 0.110 0.230 -0.0302
C -1.891 0.445 0.356 -0.8827
C -0.918 0.053 -0.792 -0.5504
S -0.177 -1.520 -0.329 -0.7099
H -2.039 -0.171 1.206 0.3049
H -1.527 1.416 0.836 0.1908
H -2.863 0.567 -0.192 0.2272
H -1.537 -0.123 -1.700 0.2175
H -0.285 0.946 -1.213 0.2836
```

***

# C3H7OS

2 unconnected molecules or ions with the total composition C3H7OS in a non-equilibrium geometry (ωB97M-V/def2-TZVPD, the Open Molecules 2025 dataset).

Values from the calculation:
HOMO	-2.382	eV
F_max	4.7	eV/A
calculated total energy	-16106.4589	eV
total charge	-1

```
12
Properties=species:S:1:pos:R:3:mulliken_charge:R:1
O -0.115 4.818 1.131 -0.4754
C -0.260 3.746 0.546 0.0876
H -0.155 2.647 0.966 0.1341
H -0.568 3.698 -0.508 0.1927
C 0.867 -2.330 -0.316 -0.9245
C -0.438 -1.438 -0.467 -0.5327
S -0.896 -0.343 1.017 -0.7078
H 1.762 -1.749 -0.215 0.2884
H 0.856 -2.863 0.662 0.2357
H 0.886 -3.089 -1.127 0.2808
H -0.521 -0.971 -1.414 0.3089
H -1.419 -2.126 -0.275 0.1121
```

***

# C3H7OS

2 unconnected molecules or ions with the total composition C3H7OS in a non-equilibrium geometry (ωB97M-V/def2-TZVPD, the Open Molecules 2025 dataset).

Values from the calculation:
HOMO	-2.809	eV
F_max	1.4	eV/A
calculated total energy	-16107.1996	eV
total charge	-1

```
12
Properties=species:S:1:pos:R:3:mulliken_charge:R:1
C 1.294 0.500 2.749 -0.7583
S 0.696 -0.554 1.386 -0.6448
H 0.724 1.426 2.875 0.2273
H 2.346 0.661 2.629 0.1886
H 1.083 0.025 3.713 0.1989
C -0.950 -0.288 -2.968 -0.7645
C -0.936 -0.519 -1.649 0.0570
O -1.365 0.382 -0.747 -0.4337
H -0.726 -1.175 -3.549 0.2605
H -0.776 0.724 -3.307 0.2365
H -0.629 -1.453 -1.182 0.2549
H -0.761 0.271 0.049 0.1775
```

***

# C3H7OS

2 unconnected molecules or ions with the total composition C3H7OS in a non-equilibrium geometry (ωB97M-V/def2-TZVPD, the Open Molecules 2025 dataset).

Values from the calculation:
HOMO	-2.779	eV
F_max	1.1	eV/A
calculated total energy	-16107.2899	eV
total charge	-1

```
12
Properties=species:S:1:pos:R:3:mulliken_charge:R:1
S 1.133 -1.550 1.821 -0.8020
H 1.640 -2.503 2.612 -0.0547
C 0.175 1.467 0.429 -0.6459
C -0.648 0.845 -0.688 -0.1467
C -0.363 -0.397 -1.075 -0.1414
O -1.121 -1.189 -1.896 -0.5480
H -0.485 1.910 1.179 0.2262
H 0.748 0.695 0.969 0.0005
H 0.882 2.232 0.096 0.2233
H -1.352 1.465 -1.238 0.3428
H 0.512 -0.891 -0.659 0.2173
H -1.120 -2.083 -1.551 0.3286
```

***

# C3H7OS

2 unconnected molecules or ions with the total composition C3H7OS in a non-equilibrium geometry (ωB97M-V/def2-TZVPD, the Open Molecules 2025 dataset).

Values from the calculation:
HOMO	-2.309	eV
F_max	1.9	eV/A
calculated total energy	-16106.8507	eV
total charge	-1

```
12
Properties=species:S:1:pos:R:3:mulliken_charge:R:1
O -1.642 1.939 2.089 -0.4434
C -0.468 1.704 2.231 0.0049
H 0.397 2.374 2.074 0.2256
H -0.135 0.658 2.442 0.1777
C -0.627 -0.855 -1.160 -0.8232
C 0.934 -0.781 -1.142 -0.5508
S 1.722 -1.145 0.424 -0.7147
H -0.885 -1.552 -1.966 0.2843
H -0.915 -1.265 -0.195 0.2241
H -1.054 0.134 -1.315 0.1912
H 1.447 -1.407 -1.905 0.2212
H 1.226 0.196 -1.578 0.2031
```

***

# C3H7OS

2 unconnected molecules or ions with the total composition C3H7OS in a non-equilibrium geometry (ωB97M-V/def2-TZVPD, the Open Molecules 2025 dataset).

Values from the calculation:
HOMO (alpha / beta)	-9.631 / -9.246	eV
F_max	8.2	eV/A
calculated total energy	-16104.0154	eV
<S²>	0.7527
multiplicity	2

```
12
Properties=species:S:1:pos:R:3:mulliken_spin:R:1
C -1.407 1.351 0.983 -0.0554
S -1.729 0.189 -0.245 0.9397
H -0.386 1.703 0.850 0.0552
H -1.960 2.357 0.829 0.0485
H -1.548 1.037 2.004 -0.0034
O 2.689 -0.491 -0.983 0.0065
C 1.433 -0.514 -0.611 -0.0101
C 1.027 -1.055 0.651 0.0293
H 0.983 0.379 -0.958 0.0051
H 0.629 -0.203 1.188 -0.0128
H 1.975 -1.307 1.148 0.0036
H 0.141 -1.745 0.592 -0.0065
```

***

# C3H7PS

2 unconnected molecules or ions with the total composition C3H7PS in a non-equilibrium geometry (ωB97M-V/def2-TZVPD, the Open Molecules 2025 dataset).

Values from the calculation:
HOMO	-8.634	eV
F_max	4.3	eV/A
calculated total energy	-23345.3605	eV
SMILES	CC=S.C=P

```
12
Properties=species:S:1:pos:R:3:mulliken_charge:R:1
C 1.972 1.151 0.068 -0.7926
C 1.851 -0.051 -0.783 -0.1748
S 2.012 -1.463 -0.057 -0.2502
H 3.055 1.661 0.022 0.2696
H 1.263 2.059 -0.299 0.2275
H 1.843 0.962 1.187 0.2967
H 1.563 -0.071 -1.760 0.4160
C -2.594 -1.218 0.730 -0.4845
P -2.096 -0.339 -0.676 -0.0414
H -1.895 -1.870 1.295 0.2377
H -3.563 -1.222 1.160 0.2619
H -3.411 0.402 -0.887 0.0342
```

***

# C3H7PS

C3H7PS in the gas phase in a non-equilibrium geometry (ωB97M-V/def2-TZVPD, the Open Molecules 2025 dataset).

Values from the calculation:
HOMO	-7.237	eV
F_max	4.6	eV/A
calculated total energy	-23345.0717	eV

```
12
Properties=species:S:1:pos:R:3:mulliken_charge:R:1
C -0.981 -0.072 0.213 -0.6230
C 0.176 0.845 0.561 -0.1680
C 1.205 0.438 1.244 -0.5957
P 0.909 -1.450 -1.943 -0.1379
S -0.920 -0.570 -1.724 -0.1633
H -1.843 0.589 0.260 0.3418
H -1.222 -1.017 0.664 0.4194
H 0.180 1.685 -0.076 0.3095
H 2.041 1.180 1.361 0.2024
H 1.499 -0.346 1.953 0.2600
H 1.195 -0.480 -2.855 -0.0420
H -1.909 -1.556 -1.696 0.1969
```

***

# C3H7S

2 unconnected molecules or ions with the total composition C3H7S in a non-equilibrium geometry (ωB97M-V/def2-TZVPD, the Open Molecules 2025 dataset).

Values from the calculation:
HOMO	-2.641	eV
F_max	1.5	eV/A
calculated total energy	-14059.7780	eV
total charge	-1

```
11
Properties=species:S:1:pos:R:3:mulliken_charge:R:1
S -0.772 0.977 2.358 -0.8268
H -0.931 1.149 3.665 -0.0628
C -0.939 -0.188 -0.745 -0.5327
C 0.526 -0.502 -1.073 -0.0042
C 1.518 -0.080 -0.280 -0.5584
H -1.446 -1.158 -0.850 0.2204
H -1.175 0.179 0.280 -0.0349
H -1.352 0.475 -1.520 0.1997
H 0.747 -1.042 -1.994 0.2946
H 2.558 -0.362 -0.409 0.2446
H 1.268 0.553 0.569 0.0606
```

***

# C3H8BrIOSi

2 unconnected molecules or ions with the total composition C3H8BrIOSi in a non-equilibrium geometry (ωB97M-V/def2-TZVPD, the Open Molecules 2025 dataset).

Values from the calculation:
HOMO	-8.651	eV
F_max	3.5	eV/A
calculated total energy	-91307.8253	eV

```
15
Properties=species:S:1:pos:R:3:mulliken_charge:R:1
C 1.148 0.595 1.321 -0.5724
C -1.408 -0.209 -1.670 -1.0098
C 0.570 -0.851 1.423 -0.4348
O -0.733 -0.849 1.839 -0.5863
Si -2.346 0.199 -0.113 0.5989
Br -2.776 2.345 0.194 -0.1993
I -4.572 -0.792 0.042 -0.0467
H 0.340 1.292 0.981 0.0828
H 1.460 0.792 2.325 0.3242
H 1.955 0.461 0.561 0.2399
H -1.518 -1.222 -2.021 0.4011
H -1.307 0.317 -2.611 0.4205
H -0.376 -0.202 -1.351 0.2272
H 1.021 -1.596 2.027 0.4148
H 0.662 -1.511 0.429 0.1397
```

***

# C3H8BrN2

2 unconnected molecules or ions with the total composition C3H8BrN2 in a non-equilibrium geometry (ωB97M-V/def2-TZVPD, the Open Molecules 2025 dataset).

Values from the calculation:
HOMO (alpha / beta)	-11.126 / -13.930	eV
F_max	4.6	eV/A
calculated total energy	-76251.5486	eV
total charge	+1

```
14
Properties=species:S:1:pos:R:3:mulliken_charge:R:1
C -1.099 0.696 0.746 0.0489
C -0.541 2.860 -0.411 -0.6657
C 1.198 -1.729 0.842 -0.5446
N -1.031 1.699 0.075 -0.0411
N 0.535 -2.102 -0.304 -0.2201
Br -2.254 -0.718 0.579 -0.0834
H -1.098 3.757 -0.192 0.2792
H -0.620 2.758 -1.540 0.2620
H 0.524 2.963 -0.140 0.3088
H 1.939 -0.998 0.720 0.3467
H 1.396 -2.504 1.598 0.3062
H 0.732 -1.457 -1.107 0.3982
H -0.536 -2.145 -0.244 0.1889
H 0.855 -3.081 -0.622 0.4161
```

***

# C3H8BrPS

2 unconnected molecules or ions with the total composition C3H8BrPS in a non-equilibrium geometry (ωB97M-V/def2-TZVPD, the Open Molecules 2025 dataset).

Values from the calculation:
HOMO	-8.462	eV
F_max	4.7	eV/A
calculated total energy	-93406.1651	eV
SMILES	CCP=S.CBr

```
14
Properties=species:S:1:pos:R:3:mulliken_charge:R:1
C 1.734 1.236 1.044 -1.0665
C 1.135 -0.080 1.482 -0.4164
P 1.115 -1.413 0.239 0.1470
S 1.941 -0.644 -1.360 -0.3108
H 1.217 2.164 1.445 0.3018
H 2.812 1.378 1.148 0.2937
H 1.474 1.415 -0.005 0.3203
H 0.097 -0.006 1.944 0.2543
H 1.577 -0.359 2.385 0.4275
C -2.738 -0.773 -1.900 -0.5852
Br -2.076 -0.505 -0.067 -0.1037
H -2.842 0.222 -2.388 0.2566
H -1.852 -1.367 -2.258 0.2141
H -3.594 -1.268 -1.707 0.2672
```

***

# C3H8ClN2

2 unconnected molecules or ions with the total composition C3H8ClN2 in a non-equilibrium geometry (ωB97M-V/def2-TZVPD, the Open Molecules 2025 dataset).

Values from the calculation:
HOMO	-14.127	eV
F_max	3.7	eV/A
calculated total energy	-18733.7786	eV
total charge	+1

```
14
Properties=species:S:1:pos:R:3:mulliken_charge:R:1
C 0.254 0.074 0.350 0.3492
C -0.074 0.775 -1.964 -1.0232
C -0.631 -1.562 1.857 -0.3094
N 1.224 0.863 0.732 -0.3095
N -0.474 0.101 -0.742 -0.0646
Cl -1.715 -2.409 0.914 -0.0349
H -0.872 0.752 -2.657 0.3777
H 0.680 0.324 -2.578 0.3477
H 0.162 1.870 -1.791 0.3153
H 0.292 -2.028 2.378 0.3418
H -0.942 -0.734 2.431 0.3833
H 1.484 1.091 1.651 0.2139
H 1.869 1.365 0.156 0.2216
H -1.257 -0.480 -0.738 0.1910
```

***

# C3H8ClN3

2 unconnected molecules or ions with the total composition C3H8ClN3 in a non-equilibrium geometry (ωB97M-V/def2-TZVPD, the Open Molecules 2025 dataset).

Values from the calculation:
HOMO	-17.859	eV
F_max	5.0	eV/A
calculated total energy	-20212.3032	eV
total charge	+2

```
15
Properties=species:S:1:pos:R:3:mulliken_charge:R:1
C -1.887 0.017 0.265 0.1787
C 0.492 -0.214 -0.220 -0.1185
C 3.251 0.350 0.321 0.0517
N -2.951 0.817 0.517 -0.2985
N 0.348 -1.310 -0.849 -0.1944
N -0.698 0.470 0.068 -0.0897
Cl 4.516 -0.459 -0.172 0.2027
H -2.105 -1.038 0.255 0.3412
H 2.480 -0.214 1.041 0.3936
H 3.229 1.439 0.181 0.3272
H -3.794 0.307 0.558 0.2843
H -2.766 1.822 0.307 0.2720
H 1.098 -1.809 -1.153 0.2295
H -0.589 -1.670 -1.237 0.1863
H -0.623 1.492 0.119 0.2341
```

***

# C3H8ClN3O2

2 unconnected molecules or ions with the total composition C3H8ClN3O2 in a non-equilibrium geometry (ωB97M-V/def2-TZVPD, the Open Molecules 2025 dataset).

Values from the calculation:
HOMO	-8.913	eV
F_max	3.2	eV/A
calculated total energy	-24323.4061	eV
SMILES	NC/C=[N+](\[O-])O.[H]/N=C\Cl

```
17
Properties=species:S:1:pos:R:3:mulliken_charge:R:1
N 2.073 1.961 0.293 -0.6425
C 1.190 0.973 -0.353 -0.3130
C 0.421 -0.019 0.446 -0.6856
N 0.422 -1.240 -0.018 0.7776
O 0.809 -1.797 -1.074 -0.7115
O -0.023 -2.103 0.952 -0.4323
H 2.355 1.704 1.218 0.2190
H 1.784 2.966 0.441 0.2431
H 1.908 0.411 -0.971 0.2995
H 0.669 1.560 -1.081 0.3620
H 0.086 -0.046 1.489 0.4520
H 0.138 -2.969 0.627 0.3401
H -3.462 -1.531 -0.156 0.2626
N -2.512 -1.232 -0.558 -0.4148
C -2.044 -0.100 -0.468 0.1505
Cl -2.682 1.353 0.174 -0.1740
H -1.131 0.110 -0.962 0.2672
```

***

It is found that the energy above the lowest of the compared OMol25 structures with the same formula, charge and spin values, taken in the order of the records, are 0.958, 0.578, 2.441, 3.693, 1.906, 1.833, 1.819, 1.078, 0.987, 1.427, 1.362, 2.608, 2.897, 0.683, 4.280, 5.762, 2.127, 2.960, 3.102, 1.548 eV.